The following is a quantum chemistry calculation of C34H40FN6O6Pb as an isolated structure, from the OMol25 dataset.

XYZ file:
```
88
C34H40FN6O6Pb (wB97M-V/def2-TZVPD)
O -0.11 -1.98 3.80
H 4.28 -1.22 5.07
H 1.24 1.46 7.76
N 0.95 -2.11 -3.41
H -4.07 2.24 -1.18
H -2.08 0.41 -7.88
C 0.99 -0.04 -2.21
H -0.62 -4.21 -5.60
C -2.56 1.87 0.29
H 4.61 -1.17 7.53
H -2.56 3.90 -7.01
H -4.62 4.49 -0.31
O 2.70 -2.99 3.86
H -0.58 -4.39 -3.85
C -1.09 -2.50 2.90
C 0.47 -2.97 4.65
C 3.81 -0.61 7.07
C 0.68 1.31 -2.14
C 1.92 -3.01 0.09
C 1.93 0.85 7.19
C -1.93 3.03 -5.09
H -4.00 1.91 -7.47
N 0.49 1.22 3.86
H 3.43 -4.09 2.25
H -0.64 -3.18 2.18
C 0.00 2.57 5.84
H -0.04 0.88 -6.79
H -3.32 1.24 -6.10
H -1.87 -3.02 3.47
Pb 1.64 -0.50 2.42
C -1.97 1.46 -7.61
C -3.54 2.64 -0.32
C -0.11 -0.14 -4.35
O 2.24 0.01 -0.20
H 1.62 -3.63 -4.63
C 1.57 -3.81 4.02
C -2.94 3.23 -6.24
N -3.18 1.90 -6.87
H -2.45 2.98 -4.13
C 3.62 -0.64 5.70
H 1.26 -4.20 3.05
C -0.01 1.92 -3.16
C 0.80 -2.91 -4.62
C -0.44 1.21 -4.28
H 0.89 -2.42 5.49
H 0.69 3.25 6.34
C 3.77 -3.65 3.19
C 1.80 0.76 5.80
H -1.65 4.00 2.74
N 2.64 0.00 5.08
C 0.62 -0.78 -3.34
C 1.39 -2.73 -2.28
H 0.98 1.89 -1.28
C -3.85 3.90 0.16
H 1.80 -4.65 4.69
H -1.37 -2.98 -4.57
H -0.32 -3.63 5.01
H -3.88 3.64 -5.86
C -0.53 -3.67 -4.66
O 2.50 -4.08 -0.09
C -3.16 4.39 1.26
C -0.75 1.69 -6.69
C 1.68 -2.11 -1.12
O -0.47 0.44 1.50
C 2.93 0.15 7.83
C 1.68 -0.67 -1.06
F -0.27 3.24 -3.06
H -0.61 3.13 5.14
H -1.51 -1.65 2.37
C -0.84 1.50 2.07
C -1.88 2.35 1.40
H -1.25 3.89 -5.07
H 1.54 -3.81 -2.34
H -0.46 -0.71 -5.20
N -1.24 1.76 -5.32
O 1.41 -2.61 1.19
H -3.40 5.38 1.65
H -0.24 2.62 -6.96
H 0.92 -2.27 -5.49
H 4.53 -2.90 2.98
H 4.19 -4.44 3.83
H 3.03 0.20 8.91
H -0.66 2.13 6.59
C -2.19 3.63 1.88
N -0.46 1.96 3.25
H -1.88 2.05 -8.53
C 0.74 1.50 5.10
H -2.32 0.88 -0.07
```

As for the HOMO energy: -9.3 eV. As for the spin multiplicity: 1. The calculation puts the LUMO energy at -3.11 eV. The total charge is +1. The value obtained for the energy above the lowest of the compared OMol25 structures with the same formula, charge and spin is 0.0 kJ/mol. The calculation puts the total energy at -65092.3003 eV. The calculation puts the gap between HOMO and LUMO at 6.162 eV.